57
Properties=species:S:1:pos:R:3:forces:R:3:mulliken_charge:R:1 method="wB97M-V/def2-TZVPD" mol_weight_g_mol=430.5 relative_energy_kcal_mol=108.42 spin_multiplicity=1 smiles="COc1ccc(OC)c(C(=O)N[C@H](CC(N)=O)c2ccc(NC(C)C)c([N+](=O)[O-])c2)c1"
C -7.142 -0.178 1.751 -0.06 0.16 0.11 -0.7992
H -8.158 -0.372 2.091 0.07 0.07 0.00 0.2295
O -6.763 -1.318 1.015 0.07 -0.24 -0.15 -0.4577
C -5.515 -1.348 0.475 0.23 -0.09 -0.15 0.6228
C -5.174 -2.496 -0.239 -0.10 0.26 0.18 -0.8685
C -3.929 -2.620 -0.817 0.17 -0.05 -0.11 -0.4440
C -2.978 -1.608 -0.717 -0.16 0.18 0.17 0.5698
C -3.313 -0.443 -0.004 -0.15 -0.44 -0.11 -0.6705
C -4.574 -0.338 0.581 -0.18 -0.02 0.05 -0.2653
H -4.771 0.572 1.126 -0.03 0.04 0.04 0.5949
C -2.419 0.724 0.227 0.21 0.14 -0.14 1.0118
O -2.703 1.596 1.046 -0.12 -0.06 0.29 -0.8836
N -1.308 0.802 -0.524 0.08 0.02 -0.16 0.1074
H -1.135 0.067 -1.191 -0.10 -0.08 0.12 0.3115
C -0.247 1.756 -0.286 0.17 0.34 -0.11 -0.2349
C 1.082 1.046 -0.159 0.04 -0.10 0.11 -0.1788
C 1.428 -0.005 -0.971 0.03 0.07 0.11 -0.0571
C 2.659 -0.665 -0.852 -0.32 1.09 0.73 -1.5885
C 3.627 -0.235 0.101 -0.16 -0.20 -0.31 1.9158
N 4.816 -0.849 0.203 0.33 -0.61 -0.38 -0.2436
H 4.938 -1.611 -0.460 -0.09 0.32 0.24 0.2844
C 5.908 -0.637 1.137 0.04 0.32 0.35 -0.0301
C 6.576 0.729 0.960 0.00 -0.28 -0.04 -1.2837
H 7.508 0.748 1.518 0.10 0.06 0.08 0.4289
H 6.798 0.900 -0.090 0.04 0.05 -0.07 0.3668
H 5.951 1.543 1.315 -0.05 0.11 0.05 0.2635
C 5.500 -0.907 2.588 0.13 -0.08 -0.24 -1.2669
H 4.816 -0.155 2.969 -0.06 0.08 0.07 0.2731
H 6.387 -0.913 3.216 0.07 0.02 0.12 0.4263
H 5.017 -1.879 2.662 -0.04 -0.07 0.05 0.3633
H 6.649 -1.396 0.862 -0.14 0.09 0.00 0.2980
C 3.243 0.858 0.911 0.09 0.07 0.11 -0.0345
C 2.022 1.465 0.791 -0.02 -0.20 -0.22 -1.5423
H 1.779 2.292 1.443 -0.01 0.10 0.11 0.4399
H 3.931 1.227 1.650 0.08 0.00 0.06 0.2675
N 2.848 -1.774 -1.700 0.04 -0.75 -0.50 1.1196
O 1.910 -2.147 -2.389 0.10 -0.09 -0.14 -0.7265
O 3.935 -2.352 -1.719 -0.02 -0.06 -0.11 -0.7835
H 0.761 -0.367 -1.738 -0.03 -0.04 -0.01 0.6262
H -0.468 2.256 0.664 0.05 -0.11 -0.15 0.8588
C -0.158 2.796 -1.411 -0.21 0.10 0.15 -0.4342
C -1.298 3.806 -1.543 0.30 -0.20 -0.01 0.1760
O -1.340 4.547 -2.504 0.07 0.17 -0.35 -0.6743
N -2.184 3.878 -0.535 -0.38 0.10 0.38 -0.2954
H -2.942 4.531 -0.655 0.07 0.01 -0.07 0.2699
H -2.302 3.164 0.178 0.07 -0.01 -0.04 0.2004
H 0.753 3.386 -1.276 -0.03 0.00 -0.06 0.3926
H -0.067 2.288 -2.374 0.04 0.03 0.00 0.2627
O -1.732 -1.706 -1.275 -0.17 0.23 0.14 -0.4598
C -1.341 -2.910 -1.903 0.15 -0.22 -0.19 -0.8483
H -1.947 -3.111 -2.791 -0.02 0.00 0.05 0.3702
H -1.403 -3.756 -1.214 -0.03 0.04 0.00 0.3926
H -0.303 -2.762 -2.202 -0.15 -0.06 0.04 0.1149
H -3.703 -3.524 -1.358 0.05 -0.07 -0.05 0.4103
H -5.901 -3.287 -0.327 -0.08 -0.11 -0.02 0.4494
H -6.491 -0.026 2.618 -0.01 0.01 -0.03 0.3287
H -7.133 0.722 1.129 0.01 -0.02 0.02 0.3239


54
Properties=species:S:1:pos:R:3:forces:R:3:mulliken_charge:R:1 method="wB97M-V/def2-TZVPD" mol_weight_g_mol=378.5 relative_energy_kcal_mol=27.21 spin_multiplicity=1 smiles="Cn1cc(CN2CCC(n3nccc3NC(=O)Cc3ccccc3)CC2)cn1"
C -1.310 -3.983 0.657 0.39 -0.39 0.39 -0.9256
N -1.945 -2.886 -0.016 -0.29 0.35 0.03 0.7199
C -2.888 -2.058 0.469 -0.15 0.26 -0.27 -0.9913
C -3.223 -1.175 -0.541 -0.06 -0.15 0.18 1.4739
C -2.398 -1.566 -1.609 -0.15 -0.09 0.34 -0.6812
N -1.636 -2.591 -1.272 0.48 -0.34 -0.58 -0.9305
H -2.344 -1.157 -2.599 0.03 0.07 -0.24 0.5669
C -4.286 -0.116 -0.531 -0.04 0.07 0.03 -1.5535
N -3.896 1.266 -0.322 -0.17 -0.03 -0.02 0.3301
C -3.472 1.643 1.003 0.16 0.02 0.10 -1.4485
C -1.964 1.467 1.264 -0.17 0.12 -0.09 0.3703
H -1.726 1.819 2.269 0.04 -0.01 0.07 0.5150
H -1.710 0.409 1.187 -0.01 0.07 0.05 -0.3384
C -1.214 2.275 0.212 -0.47 -0.21 -0.25 -0.3824
N 0.224 2.326 0.387 0.37 -0.05 0.20 1.2118
C 1.106 1.474 0.970 0.50 0.17 -0.01 0.2055
C 2.364 2.025 0.815 -0.36 -0.03 0.11 -0.9946
C 2.140 3.210 0.112 0.05 -0.31 0.19 -0.4950
N 0.856 3.375 -0.133 -0.35 0.58 -0.41 -1.3740
H 2.852 3.940 -0.216 0.12 0.19 -0.09 0.5009
H 3.292 1.619 1.160 0.18 -0.17 0.08 0.5101
N 0.737 0.298 1.631 -0.08 0.38 0.56 0.2192
C 0.833 -0.969 1.151 -0.17 0.03 -0.36 0.3956
O 0.615 -1.915 1.880 0.07 -0.25 0.15 -0.7707
C 1.207 -1.089 -0.311 0.04 -0.21 0.02 -0.0389
C 2.691 -0.899 -0.486 0.11 -0.02 -0.12 0.2491
C 3.584 -1.615 0.302 -0.06 0.03 -0.03 -0.3750
C 4.948 -1.436 0.155 0.09 -0.02 0.05 -0.7531
C 5.434 -0.542 -0.784 0.11 0.02 0.01 -0.4448
C 4.551 0.168 -1.578 0.00 0.04 -0.08 -0.7561
C 3.186 -0.008 -1.429 0.03 -0.15 -0.06 -0.1095
H 2.502 0.555 -2.047 -0.10 0.07 -0.02 0.4028
H 4.923 0.865 -2.314 0.04 0.06 -0.06 0.3945
H 6.499 -0.400 -0.896 0.08 0.01 -0.01 0.4094
H 5.632 -1.995 0.776 0.05 -0.05 0.04 0.4045
H 3.204 -2.313 1.034 -0.04 -0.08 0.10 0.4141
H 0.913 -2.084 -0.655 -0.09 0.14 0.08 0.4945
H 0.668 -0.344 -0.896 -0.02 -0.05 -0.02 -0.1970
H 0.531 0.365 2.621 0.04 -0.13 -0.15 0.2984
C -1.587 1.739 -1.172 -0.16 0.21 0.07 0.6572
C -3.105 1.890 -1.357 0.16 -0.02 -0.06 -1.3889
H -3.347 2.960 -1.355 0.05 0.01 -0.12 0.3926
H -3.407 1.477 -2.321 -0.04 0.08 -0.04 0.4848
H -1.306 0.688 -1.251 0.07 0.04 0.03 -0.5099
H -1.062 2.305 -1.943 0.05 0.02 -0.01 0.4514
H -1.536 3.323 0.267 0.06 -0.15 0.04 0.2311
H -3.725 2.703 1.139 0.00 -0.02 0.13 0.4090
H -4.043 1.063 1.731 -0.03 0.06 0.03 0.4774
H -5.012 -0.360 0.252 -0.04 -0.01 -0.13 0.4130
H -4.810 -0.147 -1.493 -0.05 -0.06 0.12 0.3525
H -3.260 -2.152 1.470 -0.09 -0.06 0.22 0.4850
H -0.560 -3.613 1.360 -0.10 -0.09 -0.13 0.3179
H -2.053 -4.572 1.194 -0.02 -0.01 -0.09 0.4232
H -0.825 -4.601 -0.096 -0.08 0.02 0.03 0.2777


50
Properties=species:S:1:pos:R:3:forces:R:3:mulliken_charge:R:1 method="wB97M-V/def2-TZVPD" mol_weight_g_mol=326.4 relative_energy_kcal_mol=16.21 spin_multiplicity=1 smiles="CC(=O)[C@@]1(O)CCC2=C3C=CC4=CC(=O)CC[C@]4(C)[C@H]3CC[C@@]21C"
O -2.424 -5.810 1.955 -0.18 0.10 -0.57 -0.6397
O 2.289 4.796 -1.609 0.06 -0.87 0.54 -0.5717
O -0.721 3.430 -1.341 0.56 0.66 0.21 -0.6265
C -2.017 -4.709 1.613 -0.04 -0.82 1.46 0.2938
C 1.654 4.170 -0.778 -1.60 1.52 -1.36 0.5067
C -1.395 -2.694 -1.566 1.09 2.46 0.25 -1.4315
C -0.909 -1.452 -1.960 -1.08 -1.67 0.82 -1.2969
C -2.038 -4.256 0.235 1.45 2.66 -0.29 -1.0228
C 0.241 0.674 -1.416 -2.13 -2.93 2.77 -0.6713
C -1.423 -3.055 -0.151 -1.15 -2.00 0.23 0.5091
C -0.502 -0.465 -0.979 2.08 3.28 -1.07 0.3072
C 1.507 4.741 0.625 0.02 -1.20 -0.20 -1.2464
C -1.390 -3.847 2.701 0.03 0.96 -0.91 -0.7207
C 0.599 1.017 -2.800 0.38 0.27 -0.34 -0.8854
C 2.173 1.418 0.022 -0.19 1.45 -0.29 -1.8629
C -0.226 1.708 0.822 -0.36 -0.05 -0.99 -1.3853
C 0.804 -2.577 0.790 -0.03 0.98 0.56 -1.6479
C -1.345 -2.371 2.262 0.30 -0.04 -0.10 -0.9969
C 1.072 2.473 -2.731 0.90 0.49 1.05 -1.4841
C -0.275 0.310 1.433 -0.09 0.59 0.49 -1.1774
C 0.717 1.753 -0.418 -0.80 -0.91 0.17 1.8041
C -0.698 -2.152 0.844 -0.39 -0.42 0.83 1.4635
C 0.666 3.032 -1.294 0.39 -0.76 -0.74 0.8665
C -0.911 -0.664 0.478 0.03 -0.65 -1.11 1.0347
H -0.882 4.158 -1.974 0.52 -0.56 0.36 0.5248
H -1.732 -3.427 -2.258 -0.26 -0.32 -0.58 0.4883
H -0.899 -1.134 -3.002 0.10 -0.40 0.16 0.3291
H -2.494 -4.928 -0.467 -0.12 -0.09 -0.37 0.4528
H 1.696 3.948 1.354 -0.16 0.28 0.14 0.2568
H 2.181 5.560 0.765 0.59 0.31 -0.04 0.3984
H 0.504 5.136 0.753 -0.32 -0.26 0.00 0.3084
H -0.357 -4.222 2.793 -0.35 0.06 0.34 0.2914
H -1.948 -3.943 3.650 0.39 -0.28 -0.51 0.4077
H -0.242 0.894 -3.475 -0.26 0.09 -0.09 0.4905
H 1.372 0.361 -3.196 0.20 -0.05 0.00 0.3372
H 2.397 1.813 1.030 -0.09 -0.14 -0.45 0.3607
H 2.884 1.863 -0.695 -0.06 -0.26 0.30 0.5387
H 2.305 0.363 0.021 0.24 -0.87 0.10 0.4454
H -1.270 1.956 0.526 0.76 0.06 0.03 0.4591
H 0.084 2.428 1.562 0.15 0.31 0.31 0.4827
H 0.878 -3.639 0.907 0.04 -0.64 0.12 0.6284
H 1.373 -2.112 1.628 -0.31 -0.21 -0.61 0.2530
H 1.293 -2.332 -0.166 -0.32 0.12 0.31 0.3215
H -0.820 -1.798 3.040 0.05 -0.02 -0.35 0.4014
H -2.372 -1.952 2.223 0.39 -0.28 -0.04 0.4766
H 0.636 3.040 -3.524 -0.43 0.70 -0.36 0.5252
H 2.159 2.592 -2.878 -0.39 -0.24 0.19 0.3499
H -0.899 0.396 2.330 0.08 -0.16 -0.07 0.4852
H 0.698 -0.021 1.788 0.26 -0.03 -0.12 0.3832
H -1.994 -0.467 0.527 0.04 -0.21 -0.16 0.4852


Computed frontier orbital gap, in the same sequence as the records: 7.65; 9.07; 7.46 eV.